{"formula": "CH9NO5", "method": "ωB97M-V with the def2-TZVPD basis set", "symbols": ["N", "C", "O", "O", "H", "H", "H", "H", "H", "O", "H", "H", "O", "H", "H", "O"], "positions_angstrom": [[0.3818, -0.5815, 0.6127], [-0.6454, -1.2909, 1.1672], [-1.0026, -0.7137, 2.3559], [-1.2235, -2.2044, 0.6410], [0.6457, 0.3234, 0.9793], [1.0313, -1.0656, 0.0173], [-1.9445, -0.5301, 2.4489], [0.2267, 1.3421, -1.6809], [1.3806, 2.1481, -2.1928], [0.8337, 2.0444, -1.4046], [-0.8409, -1.3071, -3.7832], [-0.7259, 0.1675, -4.1258], [-0.4615, -0.4811, -3.4633], [1.0922, 2.5343, 1.9029], [1.3303, 2.3586, 0.3839], [1.6688, 2.1036, 1.2591]], "forces_ev_per_angstrom": [[0.02, -0.43, 0.24], [-0.26, 1.12, -0.80], [0.19, 0.53, 0.33], [0.05, -0.42, 0.38], [0.34, -0.26, 0.29], [-0.22, 0.09, -0.18], [-0.05, -0.66, -0.27], [-0.04, -0.07, 0.34], [0.14, 0.19, 0.22], [-0.16, -0.20, -0.66], [0.05, -0.01, 0.17], [0.02, -0.06, 0.04], [-0.03, 0.20, -0.16], [0.17, -0.01, -0.13], [0.09, -0.08, 0.04], [-0.30, 0.07, 0.15]], "relative_energy_kj_mol": 46.17, "e_homo_ev": -9.895, "max_force_ev_per_a": 1.398}

{"formula": "C13H16N4O4", "method": "ωB97M-V with the def2-TZVPD basis set", "symbols": ["O", "O", "N", "O", "O", "C", "C", "C", "C", "C", "C", "C", "N", "N", "N", "C", "C", "C", "C", "C", "C", "H", "H", "H", "H", "H", "H", "H", "H", "H", "H", "H", "H", "H", "H", "H", "H"], "positions_angstrom": [[-1.6010, 0.2010, 3.9589], [0.1566, 4.1091, 2.5935], [0.2627, 0.3162, -0.1836], [-0.1855, -1.9567, -0.8414], [0.8438, -3.3284, -2.2950], [-1.0773, 0.8704, 3.1184], [-0.1333, 2.9279, 2.3833], [-0.2315, -0.8988, 0.0189], [1.2652, -3.6327, -3.5781], [0.0200, 1.0157, 0.9794], [-0.6476, 0.2644, 1.8693], [1.4927, -2.7043, -4.5638], [-0.8381, 2.2021, 3.3404], [0.2810, 2.3786, 1.1777], [-0.8168, -1.0026, 1.2718], [-1.4683, 2.9276, 4.4765], [1.1140, 3.1097, 0.2436], [-1.5664, -2.1813, 1.7553], [0.7269, -1.9430, -1.9482], [1.1703, -1.2627, -4.2742], [0.2415, -1.1046, -3.0868], [1.4525, -4.6661, -3.8588], [1.8579, -3.0255, -5.5387], [-0.7974, 3.6241, 4.9472], [-1.8452, 2.2634, 5.2897], [-2.3116, 3.4925, 4.1332], [0.5728, 3.9399, -0.1956], [2.0111, 3.4951, 0.7606], [1.4458, 2.4944, -0.5742], [-0.8832, -2.9027, 2.2396], [-2.0487, -2.6663, 0.9049], [-2.3376, -1.8314, 2.4736], [1.6667, -1.4826, -1.6183], [0.7351, -0.8152, -5.1572], [2.0804, -0.7398, -4.0298], [-0.7784, -1.4415, -3.3451], [0.1709, -0.0461, -2.8471]], "forces_ev_per_angstrom": [[-1.44, -1.27, 1.85], [-0.45, -0.89, 0.03], [0.37, -0.20, -0.15], [-0.39, 0.54, 1.07], [0.17, 0.17, -0.14], [-0.02, -1.65, -0.29], [1.07, 3.03, -0.08], [0.20, 0.73, 0.84], [0.59, 2.11, -2.14], [0.10, 0.20, -1.72], [0.06, 0.52, 0.16], [-0.76, -1.20, 2.17], [0.40, 0.45, -1.14], [-0.60, -2.25, 0.43], [-0.01, -0.56, -0.92], [-0.05, -0.85, 0.62], [0.60, 0.91, 0.56], [0.07, 0.42, 0.50], [0.19, 0.42, 0.05], [0.23, -0.56, -0.22], [-1.32, -0.25, -0.87], [-0.29, -0.07, 1.03], [-0.13, 0.04, 0.34], [0.59, 0.13, -0.22], [0.56, -0.03, -1.12], [-0.44, 0.30, -0.46], [-0.12, 0.24, 0.16], [-0.48, -0.04, -0.18], [-0.14, -0.65, -0.01], [-0.37, 0.40, -0.14], [0.10, 0.12, 0.07], [0.64, -0.28, -0.44], [0.20, -0.66, 0.26], [-0.07, 0.32, -0.17], [0.54, 0.44, -0.20], [0.30, 0.04, 0.03], [0.06, -0.10, 0.47]], "relative_energy_kj_mol": 0.00, "e_homo_ev": -8.289, "max_force_ev_per_a": 3.214}

{"formula": "C5H8O", "method": "ωB97M-V with the def2-TZVPD basis set", "symbols": ["C", "C", "C", "C", "O", "C", "H", "H", "H", "H", "H", "H", "H", "H"], "positions_angstrom": [[-1.5053, -0.7438, 0.1999], [-0.2038, 0.0191, 0.0928], [0.1609, 1.0770, -0.9032], [1.0171, -0.1416, -0.8487], [1.9452, -0.1818, 0.2136], [0.8791, 0.0761, 1.1664], [-1.7635, -1.1477, -0.7833], [-2.3724, -0.1646, 0.5487], [-1.3921, -1.5955, 0.8822], [-0.4743, 1.0841, -1.7857], [0.5321, 2.0485, -0.5871], [1.3068, -0.6725, -1.7588], [1.0657, 1.0493, 1.6337], [0.8044, -0.7067, 1.9294]], "forces_ev_per_angstrom": [[0.08, -0.04, -0.11], [0.23, -0.41, -0.35], [-0.04, 0.33, -0.11], [-0.40, -0.35, -0.22], [0.11, 0.41, 0.30], [0.23, -0.02, 0.19], [-0.05, 0.03, 0.10], [0.38, 0.11, -0.05], [0.04, 0.13, -0.15], [0.08, 0.11, 0.06], [-0.05, -0.03, 0.03], [-0.42, -0.19, 0.41], [-0.32, -0.11, 0.11], [0.14, 0.03, -0.21]], "relative_energy_kj_mol": 238.79, "e_homo_ev": -8.866, "max_force_ev_per_a": 0.617}

{"formula": "H32O16", "method": "ωB97M-V with the def2-TZVPD basis set", "symbols": ["O", "H", "H", "O", "H", "H", "O", "H", "H", "O", "H", "H", "O", "H", "H", "O", "H", "H", "O", "H", "H", "O", "H", "H", "O", "H", "H", "O", "H", "H", "O", "H", "H", "O", "H", "H", "O", "H", "H", "O", "H", "H", "O", "H", "H", "O", "H", "H"], "positions_angstrom": [[1.9838, -4.0749, 0.8964], [1.2191, -4.3222, 0.3240], [1.8849, -3.2740, 1.2484], [-3.1820, -1.7095, -2.3671], [-4.2532, -2.0400, -2.5165], [-2.9727, -1.5332, -3.3354], [0.7356, 1.8141, 0.9998], [0.5373, 1.7500, 1.9807], [-0.0825, 1.6451, 0.6593], [-1.9346, -0.6477, -4.5785], [-1.6237, -1.4541, -4.8839], [-1.3502, -0.3644, -3.8071], [-2.4416, -3.7099, -0.0292], [-2.0168, -2.8847, -0.5594], [-1.5572, -4.1440, 0.1032], [-1.1399, 2.3157, -1.1609], [-1.5191, 2.4381, -1.9797], [-1.8612, 1.7317, -0.9562], [-2.1473, 1.4611, 1.4332], [-1.9677, 1.1972, 2.3749], [-2.8103, 0.9705, 0.9840], [-0.7406, 4.6897, -1.0682], [-0.8675, 3.7681, -0.9476], [-0.8576, 4.9926, -0.2202], [-0.2821, 0.3111, -2.7929], [0.3276, -0.2729, -2.3227], [-0.1678, 1.2723, -2.7657], [-3.4850, 1.6118, -2.3484], [-3.6459, 1.8682, -3.2983], [-3.4013, 0.5842, -2.3957], [3.3903, 0.0662, 1.6191], [3.2307, 0.9360, 1.8934], [2.8288, -0.1587, 0.9318], [1.6208, -1.8456, 1.9951], [1.3264, -0.9259, 1.8612], [2.5657, -1.7336, 2.4201], [1.7742, 3.7433, -0.6884], [2.4926, 4.2765, -0.3385], [1.4371, 3.1359, -0.2062], [3.8821, -3.2845, 3.5954], [4.2939, -3.3554, 2.6427], [2.9858, -3.7451, 3.2852], [-1.8319, -3.4938, 4.8433], [-2.5150, -3.5704, 4.2086], [-1.0762, -3.1207, 4.4553], [3.9668, 2.9433, -0.1606], [3.3111, 2.4070, -0.2896], [4.7556, 2.4013, -0.0557]], "forces_ev_per_angstrom": [[0.32, -6.62, -3.22], [1.08, 0.62, 0.97], [-1.37, 5.24, 1.78], [-4.86, -1.07, -2.02], [4.66, 1.30, 1.04], [0.17, 0.09, 1.20], [3.15, -0.05, 3.77], [0.67, 0.37, -1.67], [-3.79, -0.58, -1.94], [-0.93, 2.37, 1.68], [1.16, -2.28, -1.05], [-0.32, -0.23, -1.14], [3.55, 2.53, -1.77], [-2.25, -2.45, 1.50], [-1.43, -0.08, 0.25], [0.96, -2.00, 2.06], [-0.90, 1.51, -3.69], [-0.45, -0.78, 1.46], [1.90, 0.96, 1.57], [-1.04, -0.09, -1.69], [-1.03, -1.03, 0.26], [0.07, 1.42, -2.87], [0.00, -0.98, 0.10], [-0.29, 1.67, 2.99], [-0.54, -0.76, -0.56], [0.17, 1.16, 0.03], [0.86, -0.70, 0.73], [0.00, -2.29, -1.59], [0.19, -0.40, 1.44], [-0.28, 2.29, 0.03], [2.53, -1.29, 1.62], [-0.45, 2.03, 0.32], [-1.62, -0.24, -2.16], [1.95, 1.21, 1.49], [0.16, -0.66, 0.20], [-2.53, -0.06, -0.91], [2.93, 6.80, -6.53], [-0.38, -0.66, 0.41], [-3.17, -5.79, 5.89], [-2.07, -1.61, -4.46], [-0.47, 0.33, 2.75], [2.46, 1.19, 1.54], [-0.58, -0.70, 2.16], [-0.79, -0.02, -1.14], [1.39, 0.72, -1.05], [7.20, 4.25, 1.63], [-6.03, -4.72, -1.44], [0.04, 0.09, 0.04]], "relative_energy_kj_mol": 935.62, "e_homo_ev": -9.613, "max_force_ev_per_a": 9.875}

{"formula": "C9H10", "method": "ωB97M-V with the def2-TZVPD basis set", "symbols": ["C", "C", "C", "C", "C", "C", "C", "C", "C", "H", "H", "H", "H", "H", "H", "H", "H", "H", "H"], "positions_angstrom": [[2.9535, 0.6138, -0.6944], [2.3085, -0.3657, -0.2543], [1.3586, -0.4156, 0.9444], [-0.1286, -0.2220, 0.4343], [-0.6618, 1.1595, 0.5070], [-1.9192, 1.2741, 0.0201], [-2.7687, 0.2072, -0.3605], [-2.2240, -1.0206, -0.3538], [-0.8530, -1.2968, 0.0391], [2.9085, 1.4577, -0.3436], [3.8757, 0.3038, -1.4936], [2.4756, -1.1567, -0.6770], [1.3140, -1.3922, 1.3419], [1.4938, 0.2509, 1.4705], [-0.2162, 1.9870, 0.6459], [-2.5524, 2.3562, -0.1053], [-3.8794, 0.4787, -0.7085], [-3.0227, -2.0182, -0.5560], [-0.4621, -2.2011, 0.1438]], "forces_ev_per_angstrom": [[5.86, -5.72, -6.87], [-4.29, 3.67, 6.44], [-4.44, -10.12, -11.95], [1.98, 2.70, 1.40], [-3.24, -8.15, -2.64], [-3.99, 3.39, -0.67], [-1.62, 1.77, -0.74], [-1.55, -5.35, -0.12], [-3.87, 4.86, -0.59], [-0.16, 9.17, 3.41], [-2.87, 1.45, 1.96], [1.46, -9.01, -4.27], [0.68, -0.88, 0.97], [2.87, 11.46, 10.06], [4.03, 5.43, 1.60], [2.40, -2.74, 0.64], [2.73, -1.00, 0.90], [2.67, 3.01, 0.39], [1.35, -3.94, 0.07]], "relative_energy_kj_mol": 474.11, "e_homo_ev": -9.119, "max_force_ev_per_a": 16.275}

{"formula": "C12H16BrN5O9PPdS2", "method": "ωB97M-V with the def2-TZVPD basis set", "symbols": ["Pd", "O", "S", "O", "O", "C", "C", "C", "C", "C", "C", "S", "O", "O", "O", "H", "H", "H", "H", "N", "C", "P", "O", "O", "C", "N", "H", "H", "H", "H", "H", "H", "H", "H", "H", "H", "N", "C", "O", "C", "C", "N", "C", "N", "H", "H", "Br"], "positions_angstrom": [[-0.0080, -0.0026, -0.1001], [0.8872, -1.8762, -0.7006], [-0.0684, -2.9230, -0.1626], [0.3057, -4.2599, -0.5289], [-0.2266, -2.6665, 1.2637], [-1.5276, -2.4664, -1.0811], [-1.4787, -2.8907, -2.4037], [-2.4028, -2.4364, -3.3286], [-3.3750, -1.5339, -2.9315], [-3.4336, -1.1207, -1.6102], [-2.5153, -1.5743, -0.6711], [-2.8076, -1.0979, 1.0409], [-2.9037, -2.3250, 1.7763], [-4.0080, -0.2823, 0.9883], [-1.6418, -0.2198, 1.3868], [-0.6935, -3.5718, -2.7029], [-2.3494, -2.7779, -4.3539], [-4.0969, -1.1540, -3.6428], [-4.2043, -0.4413, -1.2765], [2.1576, -2.1409, 2.3641], [3.2079, -1.6013, 1.4307], [3.2960, 0.2197, 1.7947], [4.4079, 0.4487, 2.7468], [1.8653, 0.5744, 2.0649], [3.6211, 1.0467, 0.1661], [2.6403, 2.1700, 0.0794], [2.3073, -3.1241, 2.5754], [1.1971, -2.0915, 1.9362], [2.1347, -1.6019, 3.2305], [2.8626, -1.8279, 0.4245], [4.1578, -2.0863, 1.6414], [3.4066, 0.3715, -0.6623], [4.6377, 1.4205, 0.0853], [1.8939, 1.9862, 0.7801], [2.1553, 2.1754, -0.8291], [3.0068, 3.1040, 0.2562], [-2.4591, 2.3330, 0.0945], [-1.1954, 2.7560, 0.1499], [-0.2033, 1.9458, 0.2606], [-0.8842, 4.1370, 0.0705], [-1.9140, 5.1013, 0.0465], [-2.7996, 5.8431, 0.0209], [0.4668, 4.5251, 0.0208], [1.5920, 4.7930, -0.0118], [-3.1890, 3.0265, 0.0853], [-2.6891, 1.4158, 0.4592], [0.8669, 0.7009, -2.2429]], "forces_ev_per_angstrom": [[0.31, 0.68, -0.69], [-0.69, -0.04, 0.57], [0.20, 0.42, 0.12], [0.10, 0.05, -0.09], [-0.03, -0.47, -0.09], [0.02, -0.17, -0.18], [0.03, -0.09, -0.03], [-0.02, 0.03, 0.04], [0.04, -0.02, 0.01], [-0.03, 0.06, 0.02], [-0.28, -0.28, 0.06], [0.02, 0.29, -0.10], [-0.06, 0.11, 0.15], [0.08, 0.06, 0.04], [0.22, -0.54, -0.15], [0.00, 0.00, 0.01], [0.00, 0.01, -0.01], [0.00, 0.00, -0.01], [-0.01, -0.01, 0.02], [0.12, 0.03, 0.00], [-0.08, 0.07, 0.07], [0.25, -0.15, -0.19], [0.04, -0.04, 0.01], [-0.22, 0.03, 0.25], [-0.09, 0.06, 0.04], [0.03, -0.12, -0.08], [0.01, 0.00, 0.03], [-0.04, -0.03, -0.01], [-0.05, 0.02, 0.00], [0.06, 0.04, -0.05], [-0.02, -0.03, 0.03], [0.00, 0.00, -0.01], [-0.01, 0.03, 0.03], [-0.03, 0.03, 0.02], [0.02, 0.01, 0.00], [0.01, 0.03, -0.02], [-0.12, -0.09, 0.02], [0.54, -0.13, -0.04], [-0.38, 0.06, 0.21], [-0.14, 0.09, 0.00], [0.00, 0.02, -0.01], [-0.02, 0.00, 0.01], [0.05, -0.04, 0.01], [-0.01, 0.02, -0.01], [-0.01, -0.01, 0.01], [0.00, 0.00, 0.01], [0.18, -0.01, -0.03]], "charge": -1, "relative_energy_kj_mol": 0.00, "e_homo_ev": [-5.774, -5.774], "max_force_ev_per_a": 1.019}